1.
Below is a gas-phase ion, C3H7N3O (charge +2) at a distorted geometry, with properties calculated with ωB97M-V/def2-TZVPD.

Geometry as XYZ:
```
14
Properties=species:S:1:pos:R:3:mulliken_charge:R:1
C -1.678 -0.074 -0.533 0.128
C 0.754 0.500 -0.111 0.727
C 1.797 -1.711 0.065 -0.021
N -0.588 0.426 0.127 -0.213
N 1.370 1.681 -0.071 -0.339
N -2.812 -0.383 -0.076 -0.155
O 1.637 -0.506 -0.320 -0.188
H 1.083 -2.254 0.682 0.289
H 2.702 -2.205 -0.287 0.313
H -0.892 1.288 0.602 0.301
H 0.895 2.571 -0.162 0.246
H 2.384 1.720 -0.091 0.278
H -3.556 -0.624 -0.740 0.338
H -3.095 -0.428 0.914 0.295
```

As for the charge: +2. The total energy is -9719.297 eV. The spin multiplicity is 1. Its relative energy (zero: lowest compared OMol25 entry of this formula, charge and spin) is 112.26 kcal per mole. The gap between HOMO and LUMO (alpha / beta) comes out at 5.217 / 9.001 eV. As for the HOMO energy (alpha / beta): -16.703 / -18.975 eV.

***

2.
Below is 12 unconnected molecules or ions with the total composition C32H52F12O40S8 at a distorted geometry, with properties calculated with ωB97M-V/def2-TZVPD.

Geometry as XYZ:
```
144
Properties=species:S:1:pos:R:3:mulliken_charge:R:1
C -1.904 -17.592 27.464 -0.027
C -2.966 -17.492 28.548 -0.305
O -4.203 -17.233 27.963 -0.357
C -4.630 -15.980 27.536 0.343
O -3.950 -14.964 27.468 -0.249
C -6.110 -16.058 26.902 0.775
F -6.177 -15.881 25.615 -0.230
F -6.595 -17.352 26.967 -0.287
F -6.909 -15.203 27.477 -0.218
H -1.085 -18.136 27.935 0.213
H -1.760 -16.619 26.995 -0.467
H -2.214 -18.276 26.674 0.403
H -2.709 -16.645 29.184 0.072
H -3.072 -18.347 29.216 0.479
C 2.112 -14.937 23.180 -0.676
C 3.535 -15.291 23.468 -0.592
O 3.683 -15.610 24.883 0.057
C 4.677 -16.355 25.356 0.301
O 5.655 -16.817 24.705 -0.138
C 4.732 -16.495 26.923 1.170
F 4.486 -17.758 27.057 -0.209
F 5.951 -16.241 27.373 -0.184
F 3.797 -15.813 27.488 -0.230
H 1.350 -15.663 23.462 0.187
H 2.089 -14.640 22.131 0.513
H 1.866 -14.049 23.764 0.046
H 4.178 -14.417 23.366 0.321
H 3.997 -16.014 22.795 0.503
C -7.083 -12.839 22.157 -1.185
C -6.762 -11.624 23.034 -0.072
O -6.271 -11.936 24.263 0.000
C -6.110 -10.958 25.217 0.022
O -6.233 -9.736 25.068 -0.598
C -5.747 -11.679 26.578 0.977
F -4.636 -12.447 26.491 0.016
F -5.416 -10.740 27.444 -0.119
F -6.745 -12.446 26.949 -0.245
H -7.801 -13.447 22.706 0.348
H -6.196 -13.445 21.979 0.165
H -7.451 -12.527 21.179 0.394
H -7.601 -10.937 23.140 0.379
H -5.953 -11.114 22.512 0.124
C -3.301 -8.772 26.062 -0.591
C -2.175 -7.757 25.910 -0.642
O -1.320 -7.765 27.070 -0.347
C -0.115 -8.435 27.078 0.567
O 0.271 -9.108 26.171 -0.525
C 0.769 -8.179 28.352 0.928
F 1.497 -9.208 28.573 -0.319
F 1.649 -7.185 28.173 -0.285
F 0.068 -8.062 29.457 -0.248
H -4.176 -8.386 25.540 0.564
H -3.560 -8.856 27.118 0.458
H -3.032 -9.782 25.753 -0.308
H -2.607 -6.775 25.719 0.444
H -1.587 -8.018 25.030 0.340
C -2.086 -15.424 24.341 0.857
C -3.040 -16.465 23.870 -0.176
O -2.542 -16.912 22.603 -0.439
S -1.953 -15.629 21.765 1.038
O -3.053 -14.846 21.281 -0.528
O -0.805 -15.947 20.909 -0.568
O -1.547 -14.880 23.180 -0.192
H -1.245 -15.763 24.947 -0.212
H -2.640 -14.642 24.858 -0.313
H -4.026 -16.037 23.687 0.361
H -3.081 -17.218 24.657 0.255
C 5.083 -13.257 33.145 -0.432
C 3.961 -14.329 33.310 -0.183
O 3.468 -14.611 32.058 -0.244
S 4.692 -14.356 30.952 0.861
O 4.172 -13.514 29.874 -0.158
O 5.174 -15.669 30.505 -0.606
O 5.698 -13.585 31.906 -0.327
H 5.928 -13.296 33.832 0.372
H 4.825 -12.199 33.166 0.185
H 3.152 -13.907 33.906 0.222
H 4.288 -15.204 33.872 0.400
C -3.151 -12.974 29.675 0.889
C -3.575 -13.159 31.090 -0.414
O -4.075 -11.940 31.687 -0.438
S -3.741 -10.599 30.761 1.147
O -2.934 -9.626 31.423 -0.519
O -4.955 -10.262 29.939 -0.517
O -2.765 -11.586 29.821 -0.131
H -4.040 -13.032 29.048 -0.212
H -2.255 -13.527 29.392 -0.498
H -2.636 -13.419 31.579 0.224
H -4.235 -14.008 31.270 0.378
C 1.194 -16.165 29.873 1.380
C 1.063 -17.137 31.096 -0.213
O 1.027 -18.385 30.549 -0.449
S 2.046 -18.509 29.310 1.066
O 1.505 -19.397 28.305 -0.584
O 3.436 -18.602 29.725 -0.555
O 1.619 -16.999 28.802 0.012
H 1.996 -15.445 30.035 -1.194
H 0.212 -15.715 29.725 -0.276
H 0.201 -16.908 31.723 0.326
H 1.941 -17.191 31.738 0.298
C -3.034 -11.569 22.832 0.552
C -1.514 -11.056 23.008 0.435
O -1.349 -10.120 21.979 -0.411
S -2.691 -9.162 21.874 0.978
O -2.899 -8.478 20.588 -0.592
O -2.800 -8.335 23.057 -0.479
O -3.625 -10.596 21.949 -0.354
H -3.625 -11.699 23.738 -0.338
H -3.003 -12.401 22.129 0.250
H -0.830 -11.905 23.030 0.076
H -1.330 -10.513 23.935 -0.146
C 0.686 -10.337 31.489 0.141
C 2.091 -11.033 31.272 -0.048
O 2.134 -12.277 31.867 -0.253
S 0.662 -12.731 32.372 0.931
O 0.657 -13.381 33.719 -0.689
O 0.070 -13.440 31.290 -0.259
O 0.047 -11.162 32.434 -0.448
H 0.074 -10.287 30.589 -0.228
H 0.810 -9.312 31.837 0.500
H 2.668 -10.376 31.924 0.557
H 2.387 -10.990 30.223 -0.258
C 7.209 -9.105 27.115 -0.272
C 6.073 -8.223 26.637 -0.377
O 5.047 -9.115 26.230 -0.359
S 5.089 -10.582 27.013 1.108
O 4.963 -11.638 25.992 -0.584
O 4.118 -10.506 28.101 -0.434
O 6.665 -10.331 27.532 -0.346
H 7.730 -8.625 27.944 0.300
H 7.942 -9.113 26.307 0.325
H 6.359 -7.599 25.790 0.287
H 5.557 -7.569 27.341 0.260
C 1.749 -12.941 26.565 -0.751
C 1.549 -12.713 28.070 3.405
O 0.193 -12.289 28.175 0.400
S -0.727 -12.850 26.857 -0.571
O -1.739 -11.876 26.507 -0.053
O -1.067 -14.266 26.923 -0.076
O 0.562 -12.650 25.848 -0.314
H 1.911 -14.019 26.599 0.147
H 2.570 -12.461 26.032 0.336
H 2.171 -11.878 28.393 -1.152
H 1.734 -13.618 28.649 -1.544
```

As for the charge: +1. The total energy is -235196.549 eV. The spin multiplicity is 2. The gap between HOMO and LUMO (alpha / beta) comes out at 7.139 / 2.501 eV. As for the HOMO energy (alpha / beta): -12.360 / -12.360 eV.

***

3.
Below is 2 unconnected molecules or ions with the total composition CHN3O3 at a distorted geometry, with properties calculated with ωB97M-V/def2-TZVPD.

Geometry as XYZ:
```
8
Properties=species:S:1:pos:R:3:mulliken_charge:R:1
C 2.006 -1.072 0.206 0.168
N 2.743 -1.405 -0.599 -0.215
N -0.522 0.032 0.876 -0.206
N -0.412 1.059 -0.051 1.199
O 0.388 1.907 0.269 -0.489
O -1.132 0.990 -1.053 -0.652
O -1.419 -0.802 0.640 -0.182
H -1.651 -0.709 -0.289 0.377
```

The total energy is -11655.884 eV. The spin multiplicity is 1. Its relative energy (zero: lowest compared OMol25 entry of this formula, charge and spin) is 137.20 kcal per mole. The gap between HOMO and LUMO (alpha / beta) comes out at 9.717 / 6.841 eV. As for the HOMO energy (alpha / beta): -12.505 / -11.079 eV.